[1]
ORCA calculation (ωB97M-V/def2-TZVPD) on 6 unconnected molecules or ions with the total composition C10H35N2O4 in a non-equilibrium geometry.

```
! RIJCOSX wB97M-V def2-TZVPD def2/J DEFGRID3
* xyz 1 1
N -0.408 2.435 -0.664
H -0.385 1.553 -0.100
H -0.160 2.066 -1.621
H 0.263 3.165 -0.455
H -1.378 2.723 -0.775
N -0.966 0.791 3.400
H -0.790 0.369 2.451
H -1.242 0.101 4.092
H -1.716 1.466 3.254
H -0.085 1.265 3.597
C 0.344 -0.980 0.238
O -0.455 -0.008 0.817
H 1.004 -0.532 -0.523
H 0.985 -1.526 0.943
H -0.220 -1.724 -0.347
C 3.830 1.298 0.325
C 3.544 1.391 1.832
C 4.359 0.319 2.571
O 3.739 2.712 2.281
H 3.525 0.337 -0.091
H 4.903 1.418 0.172
H 3.238 2.074 -0.163
H 2.479 1.172 1.944
H 4.073 -0.677 2.240
H 4.118 0.452 3.628
H 5.436 0.443 2.455
H 4.646 3.014 2.173
C -3.369 -2.696 -0.386
C -3.808 -1.758 0.727
C -3.137 -2.028 2.081
O -3.526 -0.388 0.404
H -3.629 -2.266 -1.352
H -3.916 -3.638 -0.314
H -2.317 -2.968 -0.288
H -4.875 -1.899 0.907
H -3.466 -1.366 2.881
H -2.050 -1.918 2.021
H -3.342 -3.084 2.287
H -2.574 -0.363 0.224
C 0.699 -0.911 -3.785
C -0.205 0.304 -3.801
C -1.575 0.027 -3.263
O 0.424 1.364 -3.053
H 1.674 -0.733 -4.250
H 0.212 -1.753 -4.275
H 1.028 -1.202 -2.786
H -0.330 0.651 -4.831
H -2.234 0.878 -3.455
H -1.600 -0.132 -2.179
H -2.011 -0.865 -3.707
H 1.246 1.629 -3.477
*
```

[2]
ORCA calculation (ωB97M-V/def2-TZVPD) on 3 unconnected molecules or ions with the total composition C5H10O2.

```
! RIJCOSX wB97M-V def2-TZVPD def2/J DEFGRID3
* xyz 0 1
C -1.585 -0.496 -0.346
C -0.745 -0.125 0.691
C 0.655 -0.715 0.822
O 0.671 -2.073 0.433
C 1.424 0.243 -0.092
C 0.449 1.414 -0.030
O 0.020 1.994 -1.064
H -1.572 0.568 -1.440
H -2.660 -0.383 -0.229
H -1.270 -1.283 -1.029
H -1.205 0.298 1.581
H 0.985 -0.607 1.867
H 1.592 -2.364 0.412
H 2.455 0.484 0.197
H 1.424 -0.145 -1.117
H 0.395 1.960 0.923
H -1.034 1.230 -1.578
*
```

[3]
ORCA calculation (ωB97M-V/def2-TZVPD) on a gas-phase ion, C7H15N2 (charge +1) in a non-equilibrium geometry.

```
! RIJCOSX wB97M-V def2-TZVPD def2/J DEFGRID3
* xyz 1 1
C 0.135 1.687 -0.052
C -0.268 -0.336 0.982
C -0.352 -0.250 -1.331
C 0.765 -1.340 1.334
C 0.654 -1.277 -1.851
C -1.831 -0.489 -1.566
C 0.524 1.566 2.358
N 0.046 1.034 1.101
N 0.002 1.115 -1.244
H 0.508 2.692 -0.004
H -1.365 -0.516 1.327
H 0.497 -2.302 0.880
H 0.890 -1.603 2.361
H 1.681 -1.102 0.826
H 0.408 -1.726 -2.903
H 0.691 -2.065 -1.143
H 1.585 -0.753 -1.888
H -1.911 -0.221 -2.650
H -2.452 0.262 -1.178
H -2.039 -1.482 -1.363
H -0.332 1.740 2.973
H 1.224 0.934 2.952
H 0.854 2.644 2.235
H 0.085 1.788 -2.157
*
```

Values for LUMO level, eV, ordered as above
-2.969 0.742 -3.380